{
  "formula": "C12H23CeN2O3P2",
  "method": "ωB97M-V/def2-TZVPD",
  "total_charge": 3,
  "de_lowest_kcal_mol": 6.66,
  "gap_ev": [3.1, 3.1],
  "elements": ["Ce", "P", "C", "C", "N", "C", "C", "C", "C", "C", "P", "H", "H", "H", "H", "H", "H", "H", "H", "O", "H", "H", "O", "H", "C", "H", "H", "H", "C", "H", "H", "H", "C", "H", "H", "H", "C", "H", "H", "H", "O", "C", "N"],
  "positions_angstrom": [[0.9746, 0.1942, 1.9869], [-2.8982, -0.4251, 0.6040], [-2.1189, 0.2035, -0.9316], [-0.7741, 0.9157, -1.1324], [0.3018, 0.8143, -0.2880], [1.5013, 1.3232, -0.6905], [1.6410, 2.0512, -1.8641], [0.5442, 2.2088, -2.6954], [-0.6536, 1.6143, -2.3234], [2.7355, 1.1374, 0.2039], [3.2488, -0.6323, 0.6613], [-1.5324, 1.6791, -2.9702], [2.6213, 2.4714, -2.0922], [0.6251, 2.7665, -3.6260], [3.6380, 1.4697, -0.3291], [2.6879, 1.8177, 1.1014], [-2.1396, -0.6059, -1.6061], [-2.8708, 0.9089, -1.3281], [-2.5374, -4.5223, -3.4477], [-2.0087, -4.9518, -4.0920], [-1.5031, -4.2329, -4.5097], [-3.4340, -1.7330, 0.6223], [-1.5786, -1.3826, 1.2204], [-1.2599, -2.0328, 0.5808], [3.7795, -1.3026, -0.9335], [4.8303, -1.0545, -1.1311], [3.6740, -2.3944, -0.8913], [3.1505, -0.9291, -1.7500], [4.8281, -0.3404, 1.5305], [4.9046, -1.0841, 2.3347], [5.6700, -0.4774, 0.8396], [4.8705, 0.6606, 1.9790], [-2.7928, 0.7289, 1.9926], [-3.7542, 1.2363, 2.1512], [-2.5169, 0.2158, 2.9263], [-2.0608, 1.5311, 1.7935], [-4.7350, -0.0927, 0.2089], [-5.3484, -0.6091, 0.9584], [-4.9617, 0.9806, 0.2299], [-4.9771, -0.5052, -0.7779], [-0.1987, 0.6629, 6.3173], [0.0715, 0.7995, 5.1738], [0.3562, 0.9171, 3.9935]],
  "atomic_forces_ev_per_a": [[-3.37, 0.07, 1.49], [-3.61, -0.42, -0.18], [-0.09, 1.81, 0.73], [-0.13, -0.65, 0.67], [0.18, -0.39, 0.22], [0.07, 0.61, -0.44], [0.64, -0.29, 0.58], [-0.31, -0.03, -0.08], [-0.16, 0.22, -0.36], [-0.34, 0.28, 0.37], [1.29, 0.74, -0.52], [0.35, 0.04, 0.17], [-0.33, -0.07, -0.14], [-0.03, -0.08, 0.15], [-0.28, 0.18, 0.16], [0.34, -0.11, -0.40], [0.02, -1.19, -1.01], [0.23, -0.28, 0.13], [-0.95, 0.47, 0.89], [1.24, 0.05, -0.95], [-0.30, -0.53, 0.03], [0.25, -0.54, -0.24], [4.14, 1.14, 1.04], [-0.35, -0.36, -0.04], [-0.57, -0.71, -0.44], [-0.28, 0.06, 0.22], [0.11, 0.16, -0.15], [0.03, -0.13, 0.15], [-0.16, -0.25, 0.69], [0.22, 0.18, -0.12], [-0.27, 0.08, 0.15], [0.00, -0.20, -0.05], [0.33, 0.22, 0.74], [0.34, -0.21, -0.08], [-0.11, 0.13, -0.29], [-0.04, -0.17, -0.02], [0.78, 1.22, -0.46], [0.32, 0.06, -0.06], [-0.24, -0.14, -0.15], [0.01, 0.00, 0.16], [0.92, 0.57, -4.06], [-1.25, -0.62, 5.41], [1.34, -0.90, -3.92]]
}

---

{
  "formula": "C12H23Cl10MgO2",
  "method": "ωB97M-V/def2-TZVPD",
  "total_charge": 1,
  "de_lowest_kcal_mol": 29.11,
  "gap_ev": 5.0,
  "elements": ["Mg", "C", "C", "O", "O", "H", "H", "H", "Cl", "C", "C", "Cl", "H", "H", "H", "H", "Cl", "C", "C", "Cl", "H", "H", "H", "H", "Cl", "C", "C", "Cl", "H", "H", "H", "H", "Cl", "C", "C", "Cl", "H", "H", "H", "H", "Cl", "C", "C", "Cl", "H", "H", "H", "H"],
  "positions_angstrom": [[2.2999, -1.4131, 3.0752], [-0.1059, 0.2359, 0.5037], [0.7248, -0.4051, 1.5343], [0.4469, -1.4858, 2.0823], [1.8480, 0.0592, 1.7974], [0.5762, 0.7098, -0.2020], [-0.6636, 0.9711, 1.0839], [-0.7764, -0.4776, 0.0247], [-1.9308, 2.7543, 4.9475], [-2.1453, 2.3655, 3.1856], [-3.5782, 1.9576, 2.7379], [-3.5279, 1.7080, 1.0092], [-1.3786, 1.6361, 2.9246], [-1.8183, 3.2650, 2.6642], [-4.2619, 2.7621, 3.0088], [-3.8519, 1.0487, 3.2737], [4.9252, 3.6171, -0.3717], [5.8014, 2.1195, 0.0371], [4.8586, 0.9142, -0.1253], [5.7778, -0.5273, 0.0742], [6.2080, 2.1163, 1.0484], [6.5619, 2.0173, -0.7370], [4.5390, 0.9215, -1.1673], [3.9474, 0.9452, 0.4721], [-2.4884, 3.0725, -3.9050], [-1.7575, 1.8448, -2.8969], [-2.2146, 0.5269, -3.4359], [-1.3987, 0.1332, -5.0024], [-2.0588, 2.0016, -1.8612], [-0.6691, 1.8920, -2.9316], [-3.2956, 0.5388, -3.5758], [-1.9878, -0.2377, -2.6929], [1.6092, -3.8634, -0.8843], [2.1043, -2.3065, -1.3862], [1.4908, -1.8117, -2.6935], [1.9897, -0.1411, -3.0964], [3.1882, -2.2079, -1.4461], [1.9441, -1.5645, -0.6040], [0.4047, -1.8838, -2.7506], [1.7776, -2.4683, -3.5149], [-3.3731, -1.6339, -0.5659], [-3.1068, -1.9479, 1.2014], [-2.5496, -3.3427, 1.4266], [-3.7437, -4.6137, 1.2410], [-4.0489, -1.7559, 1.7149], [-2.4517, -1.1714, 1.5966], [-2.1275, -3.3558, 2.4315], [-1.7131, -3.5192, 0.7504]],
  "atomic_forces_ev_per_a": [[-1.45, 0.65, -1.50], [-0.09, 0.06, 0.15], [0.03, -0.90, -1.26], [-0.83, -2.25, 1.72], [3.11, 1.73, 1.09], [-0.29, 0.18, -0.02], [-0.32, 0.31, -0.55], [-0.04, 0.14, 0.10], [-0.42, -0.42, -0.69], [0.18, 0.58, -0.21], [1.34, 0.48, 1.79], [-0.16, -0.18, -0.50], [-0.36, -0.37, 0.25], [-0.34, 0.10, 0.01], [-0.07, -0.15, -0.25], [-0.21, -0.01, -0.30], [0.00, -0.07, 0.37], [-0.61, -0.71, -0.32], [-0.53, 1.82, -1.26], [0.52, -1.52, 0.64], [0.10, 0.47, -0.19], [0.23, 0.04, 0.44], [-0.19, -0.03, 0.04], [0.31, -0.02, 0.32], [-0.01, 1.05, -0.19], [0.39, -0.21, -0.03], [-0.03, -0.65, 0.34], [-0.37, 0.01, 0.68], [-0.25, -0.11, -0.05], [-0.01, 0.26, -0.15], [0.14, -0.11, -0.26], [0.17, -0.29, -0.29], [-0.43, -1.17, 0.32], [1.00, 2.71, -0.33], [-0.36, -0.86, -0.59], [-0.04, -0.37, 0.38], [0.17, -0.68, -0.43], [-0.74, -0.06, 0.18], [-0.07, 0.37, 0.56], [0.47, 0.17, 0.00], [0.14, -0.02, 0.60], [-0.35, 0.17, -0.25], [0.57, 0.92, 0.18], [-0.16, -0.17, -0.02], [-0.15, -0.42, -0.22], [0.39, -0.15, -0.31], [-0.23, -0.24, 0.14], [-0.16, -0.08, -0.12]]
}

---

{
  "formula": "C12H23CrF3NO5P2S",
  "method": "ωB97M-V/def2-TZVPD",
  "total_charge": 1,
  "gap_ev": [6.3, 6.3],
  "multiplicity": 5,
  "elements": ["Cr", "P", "C", "C", "N", "C", "C", "C", "C", "C", "P", "H", "H", "H", "H", "H", "H", "H", "H", "O", "H", "H", "O", "H", "C", "H", "H", "H", "C", "H", "H", "H", "C", "H", "H", "H", "C", "H", "H", "H", "F", "C", "F", "F", "S", "O", "O", "O"],
  "positions_angstrom": [[-0.0812, 0.4253, -0.0882], [-2.3133, 0.3510, -0.6274], [-2.1772, 0.7417, -2.3414], [-0.9467, 1.3245, -2.7751], [0.1573, 1.1884, -1.9477], [1.3973, 1.4354, -2.4087], [1.5977, 2.1192, -3.5960], [0.4883, 2.3977, -4.4005], [-0.7735, 1.9807, -4.0064], [2.5499, 0.9669, -1.5361], [2.2821, -0.5765, -0.5849], [-1.6592, 2.1498, -4.6181], [2.6154, 2.4016, -3.8661], [0.6277, 2.9310, -5.3348], [3.4394, 0.7999, -2.1581], [2.8181, 1.7508, -0.8068], [-2.0939, -0.9872, -3.4548], [-3.0571, 0.9062, -2.9678], [-0.8641, -2.4389, -2.4850], [-1.8961, -1.9597, -3.5334], [-2.1663, -2.2363, -4.4226], [0.9242, -1.1573, -0.5009], [-0.2296, -2.5555, -1.6957], [-0.1163, -3.5228, -1.5692], [2.8708, -1.9136, -1.6161], [3.8867, -1.7147, -1.9764], [2.8471, -2.8231, -1.0087], [2.1675, -2.0442, -2.4450], [3.1721, -0.4693, 0.9550], [2.9826, -1.3960, 1.5056], [4.2483, -0.3545, 0.7612], [2.8056, 0.3588, 1.5707], [-3.0557, 1.6507, 0.3907], [-4.1097, 1.7842, 0.1155], [-2.9453, 1.3548, 1.4442], [-2.5033, 2.5885, 0.2457], [-3.2478, -1.1716, -0.3976], [-3.3541, -1.3148, 0.6860], [-4.2318, -1.0785, -0.8772], [-2.6791, -2.0071, -0.8235], [0.0091, 2.1035, 5.3369], [0.1328, 2.3869, 4.0175], [-0.8223, 3.2736, 3.6662], [1.3487, 2.9402, 3.7966], [-0.0540, 0.8413, 2.9804], [1.0225, -0.0407, 3.3950], [-1.4247, 0.4240, 3.1396], [0.1838, 1.4691, 1.6138]],
  "atomic_forces_ev_per_a": [[0.00, 1.05, 0.32], [-0.08, -0.03, -0.71], [0.49, 0.86, -0.42], [-0.95, -0.84, 1.18], [-0.13, -1.12, -0.17], [-0.10, 0.72, -0.75], [0.98, -0.70, 0.89], [-1.23, -0.07, 0.16], [0.75, 0.59, -0.89], [-0.30, 0.83, 0.22], [0.84, -0.58, -0.98], [0.34, 0.00, 0.06], [-0.34, -0.14, -0.16], [-0.08, -0.06, 0.08], [-0.16, -0.10, 0.18], [-0.10, -0.24, -0.09], [0.25, -0.69, 0.26], [0.12, 0.15, 0.25], [0.73, -0.12, 0.86], [-0.63, 0.67, -0.82], [0.16, 0.01, 0.35], [0.34, 0.57, 0.17], [-0.05, -0.78, -0.28], [-0.23, 0.93, -0.13], [0.25, -0.25, -0.01], [-0.20, -0.08, 0.11], [0.11, 0.01, -0.16], [0.13, 0.10, 0.11], [-0.03, -0.17, 0.38], [0.14, 0.11, 0.04], [-0.31, -0.05, -0.04], [0.01, -0.10, -0.11], [-0.39, 0.03, 0.04], [0.19, 0.11, 0.23], [-0.19, 0.09, -0.25], [-0.18, -0.24, -0.06], [-0.13, 0.02, 0.27], [-0.16, -0.11, -0.27], [0.22, -0.15, 0.19], [-0.23, 0.24, 0.06], [0.14, 0.22, -1.43], [-0.02, 0.32, 0.52], [0.75, -0.63, 0.29], [-0.94, -0.43, 0.20], [0.21, 0.51, 0.96], [-0.83, 0.57, -0.73], [0.75, -0.05, -0.26], [0.08, -1.00, 0.31]]
}

---

{
  "formula": "C12H23CuN2O3P2",
  "method": "ωB97M-V/def2-TZVPD",
  "total_charge": 1,
  "gap_ev": [7.8, 8.2],
  "multiplicity": 2,
  "elements": ["Cu", "P", "C", "C", "N", "C", "C", "C", "C", "C", "P", "H", "H", "H", "H", "H", "H", "H", "H", "O", "H", "H", "O", "H", "C", "H", "H", "H", "C", "H", "H", "H", "C", "H", "H", "H", "C", "H", "H", "H", "O", "C", "N"],
  "positions_angstrom": [[0.0776, 0.1033, -0.0552], [-1.2850, -0.2991, -1.6262], [-0.2633, 0.1767, -3.0605], [0.6547, 1.3362, -2.6669], [0.9278, 1.4621, -1.3553], [1.7804, 2.4022, -0.9049], [2.3072, 3.3493, -1.7744], [2.0359, 3.2445, -3.1308], [1.2142, 2.2194, -3.5872], [2.1509, 2.3650, 0.5605], [1.6461, 0.7357, 1.2472], [0.9907, 2.0704, -4.6401], [2.9384, 4.1328, -1.3736], [2.4704, 3.9424, -3.8351], [3.2303, 2.5100, 0.7001], [1.6253, 3.1425, 1.1356], [0.3539, -0.7213, -3.2668], [-0.9028, 0.4259, -3.9205], [2.9619, -3.4170, -0.8115], [2.6728, -2.7893, -1.5112], [2.7576, -3.2362, -2.3753], [2.2195, -3.6725, 1.8014], [2.9131, -3.2654, 1.2527], [3.7280, -3.5458, 1.7034], [3.0944, -0.2736, 0.8898], [4.0112, 0.2318, 1.2175], [3.0032, -1.2823, 1.3178], [3.1150, -0.4058, -0.1970], [1.3836, 0.9323, 3.0207], [1.1701, -0.0692, 3.4161], [2.2247, 1.3893, 3.5624], [0.4795, 1.5442, 3.1552], [-2.6544, 0.8777, -1.6513], [-3.1551, 0.8766, -2.6289], [-3.3462, 0.5953, -0.8462], [-2.2431, 1.8709, -1.4306], [-1.9658, -1.9474, -1.9045], [-2.4961, -2.2322, -0.9838], [-2.6536, -1.9769, -2.7649], [-1.1195, -2.6335, -2.0579], [-3.1716, -0.6563, 2.0667], [-2.0279, -0.6699, 1.7186], [-0.8743, -0.6816, 1.3684]],
  "atomic_forces_ev_per_a": [[-0.03, 0.27, 0.49], [-1.02, -0.32, -1.30], [0.23, 0.00, -0.20], [-0.12, 0.13, -0.12], [0.40, -0.10, -0.27], [-0.08, 0.17, -0.19], [0.05, -0.19, 0.08], [-0.17, -0.16, 0.00], [-0.27, -0.37, 0.07], [-0.23, 0.03, 0.31], [1.56, 0.61, 0.82], [0.12, 0.18, 0.15], [0.03, -0.06, -0.12], [-0.03, 0.02, 0.04], [-0.25, 0.13, -0.10], [0.13, -0.05, -0.27], [-0.21, 0.48, -0.22], [0.46, -0.12, 0.06], [-0.34, 0.56, -0.62], [0.12, -0.53, -0.24], [0.07, 0.16, 0.80], [0.14, 0.18, -0.38], [0.11, -0.82, 0.78], [-0.20, 0.12, -0.26], [0.30, -0.07, 0.19], [-0.10, -0.22, -0.01], [0.04, 0.54, -0.10], [0.13, -0.01, 0.08], [-0.04, 0.03, 0.20], [0.04, 0.28, 0.00], [-0.20, -0.19, -0.26], [0.26, -0.20, 0.02], [-0.08, -0.01, 0.15], [0.02, 0.03, 0.32], [0.02, 0.19, -0.26], [-0.23, -0.14, -0.10], [-0.02, -0.07, -0.19], [0.13, 0.01, -0.31], [0.26, -0.05, 0.32], [-0.35, 0.10, 0.05], [1.33, -0.08, -0.36], [-0.69, 0.09, 0.05], [-1.25, -0.55, 0.91]]
}

---

{
  "formula": "C12H23ErO5P",
  "method": "ωB97M-V/def2-TZVPD",
  "total_charge": 3,
  "gap_ev": [4.4, 3.4],
  "multiplicity": 4,
  "elements": ["C", "O", "C", "C", "C", "C", "C", "C", "C", "C", "P", "O", "O", "C", "C", "O", "C", "O", "H", "H", "H", "H", "H", "H", "H", "H", "H", "H", "H", "H", "H", "H", "H", "H", "H", "H", "H", "H", "H", "H", "H", "Er"],
  "positions_angstrom": [[-5.3817, -0.5886, 2.0597], [-5.1305, 0.6305, 1.3944], [-4.3107, 0.4849, 0.2721], [-2.8182, 0.4648, 0.6961], [-1.9791, 1.3537, -0.2221], [-0.7541, 1.9656, 0.4435], [0.3877, 0.9369, 0.6666], [1.6848, 1.6067, 0.2948], [2.9267, 0.7385, 0.0981], [2.5986, -0.6076, -0.5755], [2.5417, -2.1581, 0.4630], [3.8923, -2.9090, 0.2449], [2.4995, -1.6542, 1.9428], [1.5645, -0.6077, -1.6751], [2.1665, -1.5683, -2.6729], [3.5225, -1.1382, -2.7571], [3.9151, -0.8388, -1.4735], [5.0631, -0.6944, -1.1507], [-6.1270, -0.4046, 2.8123], [-4.4930, -0.9558, 2.5643], [-5.7587, -1.3417, 1.3814], [-4.5281, 1.2907, -0.4121], [-4.5498, -0.4513, -0.2233], [-2.6996, 0.7914, 1.7131], [-2.4696, -0.5540, 0.5913], [-2.5839, 2.1774, -0.5747], [-1.6441, 0.8173, -1.1412], [-0.3804, 2.7287, -0.2579], [-0.9886, 2.4952, 1.3508], [0.1325, 0.0944, 0.0370], [0.3444, 0.6257, 1.6974], [1.9147, 2.3064, 1.0829], [1.5463, 2.2357, -0.6074], [3.4891, 0.5515, 0.9947], [3.5552, 1.2842, -0.5853], [3.9040, -3.8040, 0.6184], [2.9191, -2.2695, 2.5602], [1.2299, 0.3820, -1.9946], [0.7241, -1.1746, -1.2859], [2.2420, -2.5799, -2.2817], [1.6540, -1.7149, -3.6073], [0.1787, 2.0533, -2.4812]],
  "atomic_forces_ev_per_a": [[0.03, 0.04, 0.27], [-0.06, 0.38, -0.40], [-0.02, -0.45, 1.06], [-0.15, -0.29, -1.66], [0.20, 0.75, 0.55], [0.29, -1.12, -0.58], [-1.19, 1.09, -0.43], [0.69, -0.77, 0.87], [-1.27, -0.29, 0.00], [2.36, 0.46, -1.20], [0.19, 1.03, 0.25], [-0.48, -0.19, -0.27], [-0.40, 0.02, -0.29], [-1.23, -2.86, 0.95], [0.80, 0.22, -0.30], [0.15, 0.31, 0.50], [2.38, -0.19, -0.67], [-2.44, -0.10, -0.23], [-0.30, 0.16, 0.24], [0.32, -0.18, 0.09], [-0.11, -0.27, -0.31], [-0.05, 0.45, -0.14], [-0.06, -0.22, -0.34], [-0.09, 0.23, 0.50], [0.26, -0.35, 0.39], [-0.46, 0.31, -0.16], [-0.07, -0.43, -0.21], [0.25, 0.79, 0.06], [-0.24, 0.38, 0.22], [0.12, -0.38, 0.15], [0.31, -0.29, 0.36], [0.08, 0.71, 0.02], [0.22, 0.22, -0.06], [0.18, 0.24, 0.46], [0.66, 0.05, -0.09], [0.53, -0.52, -0.08], [0.10, 0.00, 0.78], [0.94, -0.76, -0.05], [-0.87, 0.55, -0.23], [-0.63, -0.29, 0.49], [0.22, 0.54, -0.71], [-1.16, 1.01, 0.16]]
}

---

Total energy, respectively: -1962.95092, -5423.30593, -3326.74391, -3129.30920, -2202.38296 a.u..